DFT (ωB97M-V/def2-TZVPD) results for a 12-piece molecular cluster, C6H37NO11 overall in a non-equilibrium geometry.

Orbital gap, Ha: 0.3487
Net charge: 0
HOMO energy, eV: -9.22
SMILES: CCCCNCC.O.O.O.O.O.O.O.O.O.O.O
Calculated total energy, hartree: -1133.12034
Lowest unoccupied orbital energy, eV: 0.27

Last column: Mulliken charge in e.
Element x y z (Å)
C 3.47 -1.69 0.23  -1.394
C 3.31 -0.30 -0.40  0.787
C 2.39 -0.25 -1.60  -0.745
C 0.94 -0.66 -1.13  -0.064
N 0.26 0.49 -0.48  0.297
C -1.11 0.72 -0.89  0.158
C -1.86 1.60 0.18  -1.523
H 3.22 -2.43 -0.55  0.321
H 4.52 -1.78 0.50  0.385
H 2.82 -2.02 1.03  0.336
H 2.83 0.43 0.27  -0.705
H 4.30 -0.07 -0.81  0.450
H 2.39 0.80 -1.89  -0.223
H 2.73 -0.83 -2.49  0.445
H 0.93 -1.56 -0.50  0.413
H 0.37 -0.89 -2.03  0.127
H 0.45 0.49 0.51  -0.243
H -1.11 1.32 -1.79  0.708
H -1.66 -0.23 -1.08  -0.280
H -2.88 1.25 0.05  0.430
H -1.72 2.65 -0.06  0.310
H -1.53 1.43 1.19  0.315
O -4.01 1.13 -1.93  -0.542
H -4.20 2.02 -2.26  0.266
H -4.50 0.68 -2.63  0.281
O -1.79 -0.78 -3.78  -0.661
H -1.38 -1.64 -3.87  0.325
H -2.06 -0.70 -2.84  0.232
O 0.89 -0.03 3.23  -0.752
H 1.63 0.19 2.64  0.196
H 1.04 0.53 4.01  0.370
O -0.44 -1.66 1.48  -0.554
H 0.07 -1.06 2.03  0.380
H -0.97 -1.12 0.88  0.219
O 1.69 2.37 -1.28  -0.833
H 0.99 1.74 -1.05  0.449
H 2.32 2.06 -1.93  0.384
O -2.62 -3.92 1.02  -0.646
H -1.87 -4.21 1.54  0.314
H -2.96 -3.26 1.63  0.296
O -2.61 -2.63 -1.25  -0.608
H -2.86 -3.56 -1.26  0.284
H -2.27 -2.51 -0.36  0.336
O -1.90 3.98 -2.09  -0.635
H -0.94 3.95 -2.13  0.320
H -2.28 3.55 -2.87  0.301
O 1.00 2.81 3.56  -0.666
H 1.67 2.34 3.02  0.428
H 0.89 3.55 2.96  0.282
O 2.91 2.20 1.66  -0.743
H 3.30 3.05 1.84  0.277
H 2.55 2.20 0.76  0.446
O -1.69 -3.40 3.43  -0.664
H -1.36 -3.77 4.26  0.278
H -1.26 -2.55 3.30  0.337